1.
Here is the molecule C4H7NO from OMol25. Energies are from the ωB97M-V functional and the def2-TZVPD basis.

Geometry as XYZ:
```
13
Properties=species:S:1:pos:R:3:lowdin_charge:R:1
H -0.811 -2.136 -0.287 0.0694
N -0.130 -1.385 -0.282 0.1581
C -0.608 -0.233 -0.121 -0.4458
C -2.069 0.141 -0.057 -0.0065
O 0.128 0.940 -0.216 -0.0228
C 1.454 0.969 0.064 -0.2102
C 2.258 -0.064 0.285 0.0205
H -2.691 -0.746 0.029 0.0769
H -2.242 0.801 0.791 0.0825
H -2.346 0.680 -0.962 0.0867
H 1.776 2.001 0.154 0.1125
H 3.300 0.118 0.488 0.0498
H 1.980 -1.086 0.114 0.0287
```

Values from the calculation:
LUMO energy (eV): 0.97
Kohn-Sham gap (eV): 10.1
2S+1: 1
Structure (SMILES): [H]/N=C(\C)OC=C
HOMO energy (eV): -9.13
Energy (eV): -7797.877
Energy above the lowest of the compared OMol25 structures with the same formula, charge and spin (kcal/mol): 40.8

2.
Here is a cluster of 2 separate species, C4H7NO in total from OMol25. Energies are from the ωB97M-V functional and the def2-TZVPD basis.

Geometry as XYZ:
```
13
Properties=species:S:1:pos:R:3:lowdin_charge:R:1
O 1.963 -0.547 -1.191 0.0569
C 1.494 -0.877 -0.125 -0.2455
C 0.102 -1.250 0.064 -0.1984
C -0.900 -1.726 0.707 0.0129
N -1.244 -1.159 -0.608 0.0530
H 2.106 -0.933 0.795 0.1260
H -1.410 -2.173 1.545 0.1095
H -1.335 -1.928 -1.284 0.0752
C -0.176 2.139 0.042 -0.0492
H 0.280 1.974 -0.937 0.0227
H -0.705 3.095 0.047 0.0172
H 0.605 2.157 0.808 0.0200
H -0.885 1.330 0.237 -0.0003
```

Values from the calculation:
LUMO energy (eV): -0.32
Kohn-Sham gap (eV): 8.7
2S+1: 1
Structure (SMILES): O=CC1=CN1.C
HOMO energy (eV): -9.03
Energy (eV): -7795.004
Energy above the lowest of the compared OMol25 structures with the same formula, charge and spin (kcal/mol): 107.0

3.
Here is a cluster of 3 separate species, C4H7NO in total from OMol25. Energies are from the ωB97M-V functional and the def2-TZVPD basis.

Geometry as XYZ:
```
13
Properties=species:S:1:pos:R:3:lowdin_charge:R:1
C -1.531 -0.129 -0.425 -0.0574
N -0.226 0.141 -0.560 -0.2570
C 0.507 1.221 0.131 -0.0265
C 1.658 0.189 0.251 -0.3878
O 2.774 0.242 0.692 0.0867
C 0.743 -0.817 -0.306 -0.0976
H -1.918 -0.981 -0.978 0.0812
H -1.151 -1.077 0.875 0.0941
H -2.208 0.711 -0.291 0.0829
H 0.692 2.090 -0.503 0.1231
H 0.050 1.510 1.085 0.1286
H -0.278 -1.366 0.894 0.1118
H 0.888 -1.735 -0.866 0.1177
```

Values from the calculation:
LUMO energy (eV): 0.51
Kohn-Sham gap (eV): 9.4
2S+1: 1
HOMO energy (eV): -8.92
Energy (eV): -7794.769
Energy above the lowest of the compared OMol25 structures with the same formula, charge and spin (kcal/mol): 112.4

4.
Here is the molecule C4H7NO from OMol25. Energies are from the ωB97M-V functional and the def2-TZVPD basis.

Geometry as XYZ:
```
13
Properties=species:S:1:pos:R:3:lowdin_charge:R:1
C -0.097 1.346 -0.168 -0.1594
O -1.109 0.524 -0.730 -0.1338
C -1.110 -0.706 -0.019 -0.1573
C 0.342 -0.932 0.428 -0.2438
N 1.396 -0.707 -0.574 0.0824
C 0.974 0.387 0.288 -0.2491
H -0.466 1.905 0.707 0.1262
H 0.223 2.054 -0.937 0.1259
H -1.737 -0.640 0.886 0.1232
H -1.558 -1.456 -0.684 0.1252
H 0.555 -1.635 1.218 0.1298
H 0.837 -0.862 -1.393 0.0908
H 1.721 0.703 1.011 0.1398
```

Values from the calculation:
LUMO energy (eV): 1.07
Kohn-Sham gap (eV): 10.7
2S+1: 1
Structure (SMILES): C1OC[C@H]2N[C@@H]12
HOMO energy (eV): -9.65
Energy (eV): -7797.366
Energy above the lowest of the compared OMol25 structures with the same formula, charge and spin (kcal/mol): 52.5

5.
Here is the molecule C4H7NO from OMol25. Energies are from the ωB97M-V functional and the def2-TZVPD basis.

Geometry as XYZ:
```
13
Properties=species:S:1:pos:R:3:lowdin_charge:R:1
C 0.374 -0.283 1.670 -0.0313
N 0.051 -0.065 0.294 -0.1893
C 0.761 0.977 -0.168 0.0043
C -0.884 -0.112 -1.779 0.1264
C -0.758 -0.851 -0.578 -0.5346
O -1.189 -1.943 -0.223 0.0296
H 0.974 0.673 1.761 0.0953
H -0.476 -0.575 2.304 0.1037
H 1.194 -0.998 1.771 0.0985
H 1.484 0.895 -0.955 0.0804
H 0.609 1.929 0.348 0.0949
H -0.927 0.970 -1.765 0.0520
H -1.213 -0.618 -2.682 0.0701
```

Values from the calculation:
LUMO energy (spin up / spin down) (eV): -0.97 / -0.26
Kohn-Sham gap (spin up / spin down) (eV): 6.9 / 8.7
2S+1: 1
HOMO energy (spin up / spin down) (eV): -7.88 / -8.92
Energy (eV): -7795.068
Energy above the lowest of the compared OMol25 structures with the same formula, charge and spin (kcal/mol): 105.5

6.
Here is a structure of composition C4H7NO from OMol25. Energies are from the ωB97M-V functional and the def2-TZVPD basis.

Geometry as XYZ:
```
13
Properties=species:S:1:pos:R:3:lowdin_charge:R:1
C -0.042 0.476 0.348 -0.3722
N 2.159 -0.322 -0.309 -0.0310
C 0.820 -0.651 0.036 -0.2847
C -1.311 0.026 0.197 -0.1497
C -2.585 0.240 -0.095 0.0038
O 0.346 1.707 0.770 0.0743
H 1.273 1.679 1.044 0.1050
H 2.396 0.069 -1.543 0.2227
H 2.803 -1.098 -0.253 0.0364
H 0.875 -1.609 0.553 0.1112
H -0.481 -1.167 -0.275 0.1832
H -2.905 1.144 -0.606 0.0551
H -3.349 -0.493 0.134 0.0460
```

Values from the calculation:
LUMO energy (eV): 0.54
Kohn-Sham gap (eV): 8.6
2S+1: 1
HOMO energy (eV): -8.06
Energy (eV): -7793.230
Energy above the lowest of the compared OMol25 structures with the same formula, charge and spin (kcal/mol): 147.9